--- 1 ---
{"formula": "CH4NOPS", "method": "ωB97M-V with the def2-TZVPD basis set", "orbital_gap_ha": 0.3040, "homo_ev": -7.7, "molar_mass_g_mol": 109.09, "spin_multiplicity": 1, "symbols": ["C", "N", "O", "P", "S", "H", "H", "H", "H"], "positions_angstrom": [[-0.4871, -0.9221, 0.6979], [1.1277, 0.8106, -0.2912], [-0.5039, -0.9414, -1.1305], [0.1256, 0.8304, 1.0007], [0.0655, 0.4430, -1.6401], [-1.4641, -1.3187, 0.9132], [0.3908, -1.6252, 0.6945], [1.8358, 1.4561, -0.6318], [-1.0904, 1.2674, 0.3873]]}

---

--- 2 ---
{"formula": "CH4NOPS", "method": "ωB97M-V with the def2-TZVPD basis set", "orbital_gap_ha": 0.3207, "homo_ev": -8.2, "smiles": "C1OPNS1", "molar_mass_g_mol": 109.09, "spin_multiplicity": 1, "symbols": ["C", "O", "P", "N", "S", "H", "H", "H", "H"], "positions_angstrom": [[-0.4366, -1.1572, -0.1671], [0.9723, -0.9981, -0.2603], [1.3924, 0.5719, 0.0446], [-0.0656, 1.3613, -0.3927], [-1.4817, 0.4402, -0.0132], [-0.7888, -1.7218, -1.0611], [-0.5091, -1.5091, 0.8539], [0.9841, 0.6200, 1.4616], [-0.0669, 2.3929, -0.4656]]}

---

--- 3 ---
{"formula": "CH4NOPS", "method": "ωB97M-V with the def2-TZVPD basis set", "orbital_gap_ha": [0.3342, 0.2150], "homo_ev": [-9.0, -7.6], "molar_mass_g_mol": 109.09, "spin_multiplicity": 1, "symbols": ["C", "N", "O", "P", "S", "H", "H", "H", "H"], "positions_angstrom": [[-1.0152, 0.8391, -0.2192], [1.3347, -1.0560, -0.4119], [-1.3214, -0.4724, -0.1304], [-0.0731, -1.7557, 0.0988], [2.1856, 0.3515, 0.0401], [-0.3357, 1.1390, -1.0077], [-1.2506, 1.5135, 0.5166], [1.8613, -1.5547, -1.1334], [-0.1306, -1.4513, 1.4914]]}

---

Here is how they stack up, most stable first: 2, 1, 3.

---

--- 1 ---
{"formula": "CH4NOPS", "method": "ωB97M-V with the def2-TZVPD basis set", "orbital_gap_ha": 0.3362, "homo_ev": -8.5, "molar_mass_g_mol": 109.09, "spin_multiplicity": 1, "symbols": ["C", "N", "O", "P", "S", "H", "H", "H", "H"], "positions_angstrom": [[-0.5428, -0.9953, 0.0119], [0.5804, 1.4334, 0.1906], [0.8320, -1.0815, 0.2170], [-0.9828, 0.9116, -0.0447], [1.6593, 0.2290, -0.3399], [-0.7014, -1.6106, -0.8946], [-0.8181, -1.5587, 0.8957], [0.7538, 1.8063, 1.3222], [-0.7804, 0.8657, -1.3581]]}

---

--- 2 ---
{"formula": "CH4NOPS", "method": "ωB97M-V with the def2-TZVPD basis set", "orbital_gap_ha": [0.2958, 0.2842], "homo_ev": [-9.1, -9.2], "molar_mass_g_mol": 109.09, "spin_multiplicity": 1, "symbols": ["C", "N", "O", "P", "S", "H", "H", "H", "H"], "positions_angstrom": [[1.0326, 0.9032, -0.0644], [-1.0022, -0.0998, -0.2799], [0.8111, -2.0755, -0.3060], [0.4550, -0.7895, 0.3293], [-2.3094, 0.2883, 0.6575], [0.5775, 1.7680, 0.3743], [1.1157, 0.9419, -1.1733], [-0.8181, 0.2463, -1.1807], [0.1378, -1.1828, 1.6432]]}

---

Here is how they stack up, most stable first: 1, 2.

---

--- 1 ---
{"formula": "C3H5NO", "method": "ωB97M-V with the def2-TZVPD basis set", "orbital_gap_ha": 0.3988, "homo_ev": -9.8, "smiles": "C1=NCCO1", "molar_mass_g_mol": 71.08, "spin_multiplicity": 1, "symbols": ["C", "N", "C", "C", "O", "H", "H", "H", "H", "H"], "positions_angstrom": [[-0.7256, -0.9679, -0.6727], [0.2967, -1.3598, -0.0330], [0.6036, -0.1535, 0.7528], [0.1846, 0.9604, -0.1660], [-1.0691, 0.3536, -0.5912], [-1.4166, -1.6001, -1.2152], [1.5951, -0.1628, 1.2143], [-0.2650, -0.0739, 1.4357], [0.0163, 1.9075, 0.3499], [0.7800, 1.0964, -1.0746]]}

---

--- 2 ---
{"formula": "C3H5NO", "method": "ωB97M-V with the def2-TZVPD basis set", "orbital_gap_ha": [0.3126, 0.3223], "homo_ev": [-8.3, -8.6], "molar_mass_g_mol": 71.08, "spin_multiplicity": 1, "symbols": ["C", "C", "C", "N", "O", "H", "H", "H", "H", "H"], "positions_angstrom": [[0.9149, -0.4417, -0.1005], [0.3141, -1.5016, 0.0678], [0.1091, 0.8892, -0.3169], [-1.1700, 0.6486, 0.2752], [-1.5456, -0.5111, -0.2547], [2.0122, -0.3409, -0.1696], [-0.2987, -2.2213, 0.4801], [0.6542, 1.7987, 0.0547], [0.0592, 1.0859, -1.3557], [-1.0496, 0.5942, 1.3196]]}

---

Here is how they stack up, most stable first: 1, 2.

---

--- 1 ---
{"formula": "C3H5NO", "method": "ωB97M-V with the def2-TZVPD basis set", "orbital_gap_ha": [0.2815, 0.2816], "homo_ev": [-7.6, -7.6], "molar_mass_g_mol": 71.08, "spin_multiplicity": 1, "symbols": ["O", "C", "C", "C", "N", "H", "H", "H", "H", "H"], "positions_angstrom": [[0.2646, 2.0333, 1.0139], [-0.0655, 0.9326, 0.8673], [-0.4443, -0.3543, 0.6147], [0.4675, -0.9715, -0.5114], [0.6243, -1.3556, 0.8480], [-1.1249, 1.1363, -2.1028], [-1.4926, -0.6114, 0.7262], [-0.9163, 0.4301, -1.9759], [1.2613, -0.2719, -0.8445], [1.4259, -0.9678, 1.3645]]}

---

--- 2 ---
{"formula": "C3H5NO", "method": "ωB97M-V with the def2-TZVPD basis set", "orbital_gap_ha": 0.3577, "homo_ev": -9.0, "molar_mass_g_mol": 71.08, "spin_multiplicity": 1, "symbols": ["C", "N", "C", "O", "C", "H", "H", "H", "H", "H"], "positions_angstrom": [[0.7003, 0.0714, 0.4455], [0.0857, -0.9464, 0.9183], [-1.1432, 0.8433, -0.8491], [2.0412, 0.1909, 0.4838], [-0.0715, 1.0754, -0.2356], [2.2725, 1.0369, 0.0695], [0.6605, -1.7082, 1.2603], [-1.0436, -1.0861, -0.0115], [-2.0057, 1.2218, -1.3600], [-1.4963, -0.6989, -0.7212]]}

---

Here is how they stack up, most stable first: 2, 1.

---

--- 1 ---
{"formula": "C3H5NO", "method": "ωB97M-V with the def2-TZVPD basis set", "orbital_gap_ha": 0.3547, "homo_ev": -9.2, "smiles": "C=C/C=N\\O", "molar_mass_g_mol": 71.08, "spin_multiplicity": 1, "symbols": ["C", "C", "C", "N", "O", "H", "H", "H", "H", "H"], "positions_angstrom": [[1.8238, -0.1116, -0.1136], [0.5104, -0.3154, 0.0897], [-0.4034, 0.7751, 0.0259], [-1.7097, 0.7227, -0.0096], [-2.0345, -0.6596, -0.1051], [2.4900, -0.9976, -0.0358], [2.2851, 0.8458, -0.1066], [0.0889, -1.3634, 0.2560], [-0.0599, 1.8357, -0.0622], [-2.9906, -0.7318, 0.0612]]}

---

--- 2 ---
{"formula": "C3H5NO", "method": "ωB97M-V with the def2-TZVPD basis set", "orbital_gap_ha": 0.3291, "homo_ev": -8.3, "smiles": "C=N/C=C/O", "molar_mass_g_mol": 71.08, "spin_multiplicity": 1, "symbols": ["C", "N", "C", "C", "O", "H", "H", "H", "H", "H"], "positions_angstrom": [[1.7450, 0.0572, -0.3795], [1.2614, -0.0443, 0.8038], [-0.0797, 0.1079, 0.9541], [-0.9271, -0.1181, -0.0796], [-2.2528, 0.1880, 0.0245], [1.3497, 0.6937, -1.1721], [2.7555, -0.2955, -0.5421], [-0.4216, 0.5081, 1.8985], [-0.6612, -0.7797, -0.8962], [-2.7691, -0.3173, -0.6115]]}

---

--- 3 ---
{"formula": "C3H5NO", "method": "ωB97M-V with the def2-TZVPD basis set", "orbital_gap_ha": [0.3379, 0.3115], "homo_ev": [-8.8, -8.2], "molar_mass_g_mol": 71.08, "spin_multiplicity": 1, "symbols": ["C", "N", "O", "C", "C", "H", "H", "H", "H", "H"], "positions_angstrom": [[1.6562, 0.2915, 0.9865], [-0.5979, 0.4078, 1.1641], [0.5433, -0.2525, 1.3136], [-1.6620, -0.5475, -1.8139], [-0.6259, -0.0043, -1.5360], [-1.3291, -0.2639, 1.4113], [-2.6103, -0.9914, -1.9181], [2.5128, -0.3558, 1.0350], [0.3717, 0.3575, -1.4896], [1.7412, 1.3586, 0.8472]]}

---

--- 4 ---
{"formula": "C3H5NO", "method": "ωB97M-V with the def2-TZVPD basis set", "orbital_gap_ha": 0.3602, "homo_ev": -9.4, "smiles": "N/C=C\\C=O", "molar_mass_g_mol": 71.08, "spin_multiplicity": 1, "symbols": ["N", "C", "C", "C", "O", "H", "H", "H", "H", "H"], "positions_angstrom": [[1.1556, -1.0999, -0.1779], [0.9620, 0.2880, -0.0613], [-0.1635, 0.9227, -0.3050], [-1.3926, 0.1323, -0.0189], [-1.6865, -1.1131, -0.2116], [0.1633, -1.5689, 0.1594], [1.9049, -1.4342, 0.3619], [1.7472, 0.9882, -0.1812], [-0.4022, 1.9480, -0.0001], [-2.2883, 0.9368, 0.4348]]}

---

Here is how they stack up, most stable first: 2, 4, 1, 3.

---

--- 1 ---
{"formula": "C3H5NO", "method": "ωB97M-V with the def2-TZVPD basis set", "orbital_gap_ha": [0.3107, 0.3104], "homo_ev": [-8.2, -8.2], "molar_mass_g_mol": 71.08, "spin_multiplicity": 1, "symbols": ["C", "C", "C", "N", "O", "H", "H", "H", "H", "H"], "positions_angstrom": [[-0.6448, -0.6002, -1.2115], [-1.1532, -0.6239, -0.0404], [0.5726, -0.4845, 1.7210], [1.3445, 0.6109, 1.6023], [0.5408, -1.4732, 2.3669], [-1.1793, -1.1144, -2.0453], [0.2925, -0.0677, -1.3628], [-2.0756, -1.0378, 0.1239], [0.9992, 1.2911, 1.0869], [1.9977, 0.7265, 2.3261]]}

---

--- 2 ---
{"formula": "C3H5NO", "method": "ωB97M-V with the def2-TZVPD basis set", "orbital_gap_ha": 0.4136, "homo_ev": -10.5, "smiles": "COCC#N", "molar_mass_g_mol": 71.08, "spin_multiplicity": 1, "symbols": ["C", "O", "C", "C", "N", "H", "H", "H", "H", "H"], "positions_angstrom": [[1.3026, 0.0946, -0.3283], [0.0974, 0.0308, -1.0631], [-1.1021, -0.0189, -0.3349], [-0.9592, -0.1813, 1.1255], [-0.8576, -0.2994, 2.2713], [2.0935, 0.2484, -1.0635], [1.4925, -0.8383, 0.2178], [1.3105, 0.9279, 0.3866], [-1.6976, -0.8623, -0.7032], [-1.6799, 0.8986, -0.5083]]}

---

Here is how they stack up, most stable first: 2, 1.

---

--- 1 ---
{"formula": "C3H5NO", "method": "ωB97M-V with the def2-TZVPD basis set", "orbital_gap_ha": 0.3715, "homo_ev": -9.1, "smiles": "C=C=O.C=N", "molar_mass_g_mol": 71.08, "spin_multiplicity": 1, "symbols": ["C", "C", "O", "H", "H", "C", "N", "H", "H", "H"], "positions_angstrom": [[2.4030, -0.6476, 0.5424], [2.1624, -0.4173, -0.7265], [1.9906, -0.2855, -1.8701], [3.2440, -1.1605, 0.6738], [1.8525, -0.3345, 1.4288], [-2.5178, 0.8921, 0.1157], [-1.5533, 0.0913, 0.1242], [-2.6482, 1.6887, 0.7828], [-3.3834, 0.7120, -0.4412], [-1.5499, -0.5389, -0.6298]]}

---

--- 2 ---
{"formula": "C3H5NO", "method": "ωB97M-V with the def2-TZVPD basis set", "orbital_gap_ha": 0.3732, "homo_ev": -9.2, "molar_mass_g_mol": 71.08, "spin_multiplicity": 1, "symbols": ["C", "C", "N", "C", "O", "H", "H", "H", "H", "H"], "positions_angstrom": [[-0.6701, -0.9040, -0.0321], [-0.5257, 1.0948, 0.0557], [0.8666, 1.1191, 0.0698], [1.3796, -0.0154, -0.1791], [0.6366, -1.1069, -0.4615], [-0.7357, -1.1980, 1.0432], [-1.3682, -1.5330, -0.6018], [-0.9226, 1.9694, -0.5059], [-1.1035, 0.7637, 0.8749], [2.4431, -0.1897, -0.2631]]}

---

--- 3 ---
{"formula": "C3H5NO", "method": "ωB97M-V with the def2-TZVPD basis set", "orbital_gap_ha": 0.3829, "homo_ev": -9.6, "smiles": "O=C1CNC1", "molar_mass_g_mol": 71.08, "spin_multiplicity": 1, "symbols": ["O", "C", "C", "N", "C", "H", "H", "H", "H", "H"], "positions_angstrom": [[-1.1628, 1.1355, -1.5359], [-0.5351, 0.4519, -0.7541], [0.8541, 0.6074, -0.1484], [0.6850, -0.6457, 0.5672], [-0.7015, -0.7774, 0.1399], [1.6139, 0.5992, -0.9168], [0.9446, 1.5242, 0.4796], [0.7436, -0.5949, 1.6053], [-1.4293, -0.5881, 0.8764], [-1.0124, -1.7120, -0.3132]]}

---

--- 4 ---
{"formula": "C3H5NO", "method": "ωB97M-V with the def2-TZVPD basis set", "orbital_gap_ha": [0.3522, 0.2891], "homo_ev": [-10.2, -9.7], "smiles": "C=NC(C)=O", "molar_mass_g_mol": 71.08, "spin_multiplicity": 1, "symbols": ["C", "N", "C", "C", "O", "H", "H", "H", "H", "H"], "positions_angstrom": [[1.3077, 0.5899, 1.8726], [0.5565, 0.6198, 0.2038], [-0.4386, -0.2124, -0.1261], [-0.7527, -0.2733, -1.6307], [-1.1738, -0.7116, 0.6754], [1.5863, 1.4528, 2.5235], [1.3561, -0.4071, 2.3402], [-0.9602, -1.3402, -1.7855], [-1.6007, 0.3104, -1.8315], [0.1195, -0.0284, -2.2417]]}

---

Here is how they stack up, most stable first: 3, 1, 2, 4.